Density functional theory data (ωB97M-V with the def2-TZVPD basis set) for a 16-piece molecular cluster, C61H108N8O19 overall.

Geometry (Å):
O (-0.615, -28.805, -36.593)
O (-3.648, -22.663, -31.344)
O (0.345, -19.598, -41.185)
O (3.539, -26.347, -37.898)
O (1.574, -28.167, -31.703)
O (0.449, -22.438, -32.964)
O (2.190, -18.867, -41.943)
O (2.866, -26.383, -31.979)
O (0.945, -20.337, -33.327)
O (2.171, -20.974, -41.130)
O (-0.739, -21.327, -34.505)
O (1.416, -23.486, -35.732)
O (1.290, -30.089, -36.817)
O (6.273, -25.467, -35.381)
O (0.325, -24.999, -36.980)
O (2.209, -25.293, -39.422)
O (-2.584, -24.686, -30.916)
O (8.060, -26.519, -36.420)
O (0.929, -28.635, -35.162)
N (-6.980, -19.350, -42.181)
N (5.461, -21.836, -32.415)
N (-2.793, -27.189, -38.809)
N (-2.188, -16.735, -39.521)
N (7.141, -20.085, -36.307)
N (-5.756, -19.429, -36.388)
N (-5.587, -23.552, -39.103)
N (10.109, -21.837, -41.559)
C (7.306, -24.009, -41.243)
C (5.304, -22.675, -31.642)
C (-0.027, -27.781, -34.636)
C (1.927, -20.773, -32.432)
C (7.271, -23.914, -39.706)
C (-0.095, -22.616, -37.376)
C (9.489, -22.807, -41.729)
C (3.414, -19.719, -37.492)
C (3.491, -23.745, -34.551)
C (5.456, -26.638, -35.403)
C (-5.943, -23.084, -43.122)
C (-4.941, -22.646, -34.853)
C (-2.800, -17.120, -37.041)
C (-3.035, -25.373, -32.061)
C (2.585, -29.053, -32.183)
C (-2.293, -24.040, -40.491)
C (2.053, -30.522, -32.371)
C (1.621, -19.905, -41.429)
C (8.673, -24.005, -41.988)
C (3.557, -20.188, -36.040)
C (0.099, -21.379, -33.624)
C (8.394, -24.347, -35.721)
C (4.791, -19.668, -35.239)
C (2.659, -26.320, -38.729)
C (1.425, -22.149, -32.004)
C (6.219, -24.414, -30.055)
C (7.585, -25.573, -35.817)
C (0.568, -23.834, -36.675)
C (-5.955, -20.436, -40.053)
C (5.011, -23.661, -30.648)
C (-6.513, -19.840, -41.229)
C (6.704, -25.493, -30.971)
C (-2.209, -26.319, -39.379)
C (1.847, -26.871, -31.571)
C (6.081, -19.928, -35.810)
C (-3.891, -22.852, -35.953)
C (-1.484, -25.295, -40.139)
C (2.175, -24.468, -35.001)
C (1.850, -27.598, -39.029)
C (-5.920, -24.171, -39.994)
C (-6.190, -21.775, -35.214)
C (-4.425, -20.708, -39.984)
C (2.825, -24.004, -39.291)
C (1.289, -17.817, -42.100)
C (0.820, -26.049, -30.841)
C (-6.297, -24.873, -41.192)
C (-5.932, -20.511, -35.914)
C (0.058, -18.216, -41.395)
C (0.548, -29.271, -36.230)
C (-3.625, -19.494, -40.476)
C (-0.618, -18.424, -36.669)
C (-2.156, -22.962, -29.409)
C (-2.121, -18.386, -36.456)
C (-2.823, -23.389, -30.708)
C (-1.146, -27.901, -35.686)
C (5.770, -27.644, -34.235)
C (-2.523, -16.893, -38.442)
C (-1.420, -22.912, -41.040)
C (-6.909, -23.824, -42.179)
C (-2.210, -25.088, -33.319)
C (3.607, -23.802, -40.591)
H (5.469, -27.078, -36.401)
H (-6.774, -22.303, -35.968)
H (1.035, -22.231, -30.989)
H (-0.254, -19.385, -36.305)
H (-6.502, -22.825, -44.021)
H (-0.388, -18.322, -37.730)
H (-6.609, -21.300, -39.935)
H (-1.456, -26.973, -36.167)
H (-4.428, -22.249, -33.977)
H (6.772, -28.031, -34.420)
H (-3.075, -24.346, -41.187)
H (7.681, -24.788, -39.200)
H (-4.086, -25.147, -32.240)
H (-2.360, -21.902, -29.260)
H (1.615, -24.794, -34.125)
H (8.043, -23.763, -34.870)
H (5.755, -27.150, -33.263)
H (4.065, -24.744, -40.894)
H (7.002, -23.674, -29.892)
H (0.122, -21.747, -36.755)
H (-6.748, -21.505, -34.318)
H (8.609, -24.045, -43.076)
H (-0.178, -26.478, -30.932)
H (1.807, -16.958, -41.674)
H (-7.076, -25.573, -40.889)
H (-2.371, -23.485, -28.477)
H (-6.233, -19.844, -39.181)
H (4.774, -18.583, -35.145)
H (2.097, -28.346, -38.275)
H (-7.558, -23.106, -41.678)
H (3.398, -24.022, -38.365)
H (5.880, -24.847, -29.114)
H (1.421, -30.515, -33.259)
H (1.916, -20.111, -31.565)
H (-0.855, -18.098, -41.978)
H (-0.547, -22.780, -40.401)
H (-3.787, -19.287, -41.534)
H (-2.372, -18.424, -35.396)
H (-3.499, -21.905, -36.325)
H (-0.025, -17.750, -40.413)
H (2.648, -20.238, -38.069)
H (-0.640, -24.962, -39.535)
H (-5.310, -25.231, -41.487)
H (4.044, -23.491, -35.455)
H (-2.082, -28.299, -35.294)
H (-2.549, -19.287, -36.895)
H (-5.257, -23.613, -34.461)
H (2.430, -25.331, -35.616)
H (6.806, -24.957, -41.443)
H (-2.638, -25.579, -34.193)
H (3.379, -22.845, -33.946)
H (-2.558, -19.601, -40.281)
H (9.437, -24.640, -35.600)
H (2.931, -20.800, -32.854)
H (2.891, -28.717, -33.174)
H (4.709, -19.986, -34.199)
H (6.296, -23.751, -39.248)
H (6.703, -23.215, -41.682)
H (2.079, -27.955, -40.033)
H (3.424, -29.064, -31.487)
H (-0.413, -28.054, -33.654)
H (1.267, -26.012, -29.848)
H (-2.623, -16.187, -36.506)
H (-3.030, -23.383, -35.549)
H (2.904, -23.663, -41.412)
H (3.558, -21.277, -35.999)
H (2.035, -23.253, -39.270)
H (-2.724, -23.767, -39.528)
H (-1.183, -25.429, -33.193)
H (-4.099, -21.621, -40.483)
H (-5.135, -23.707, -43.505)
H (-0.012, -17.673, -36.162)
H (0.480, -26.816, -34.671)
H (0.878, -25.025, -31.212)
H (5.059, -28.461, -34.111)
H (-1.199, -25.662, -41.125)
H (3.124, -18.674, -37.383)
H (1.383, -30.875, -31.588)
H (4.325, -24.389, -31.083)
H (9.213, -24.881, -41.628)
H (4.375, -19.852, -37.988)
H (-3.884, -17.237, -37.058)
H (6.956, -25.254, -32.004)
H (7.561, -26.023, -30.557)
H (2.864, -31.238, -32.506)
H (2.688, -19.911, -35.444)
H (-4.164, -23.506, -36.781)
H (8.287, -23.691, -36.585)
H (-4.154, -20.899, -38.946)
H (0.773, -27.455, -38.943)
H (7.816, -23.012, -39.428)
H (-2.905, -26.440, -31.876)
H (2.248, -22.863, -32.034)
H (-7.578, -24.329, -42.875)
H (-5.575, -22.184, -42.628)
H (-4.008, -18.619, -39.951)
H (-1.183, -22.680, -37.337)
H (-0.994, -23.201, -42.001)
H (4.408, -26.339, -35.386)
H (4.176, -24.335, -33.941)
H (5.913, -26.223, -31.145)
H (-1.961, -21.971, -41.144)
H (0.332, -22.423, -38.360)
H (4.442, -23.099, -29.907)
H (4.424, -23.088, -40.495)
H (-1.085, -23.029, -29.603)
H (0.984, -17.762, -43.145)
H (-2.154, -24.012, -33.485)

Force components x, y, z for each atom (eV/Å):
-1.2 -1.1 -2.4
3.4 -2.8 1.7
-1.4 -1.7 0.6
0.1 1.0 -0.3
-1.2 -0.3 0.7
-0.6 -2.1 0.8
2.4 0.2 -0.9
0.9 0.4 -0.2
-1.1 -0.1 -0.8
-1.6 2.6 -0.9
1.0 0.0 1.9
0.5 0.6 0.5
-2.9 2.3 1.6
1.5 0.0 0.3
0.2 1.1 0.5
-0.6 0.4 -0.2
0.9 0.3 0.2
-1.2 0.1 1.1
2.3 -0.8 2.4
0.9 -1.0 1.8
0.0 -0.2 0.2
2.4 3.7 -2.2
0.1 0.2 -1.0
-3.4 0.4 1.6
-0.7 -4.5 1.7
0.4 0.8 1.5
-1.0 -1.6 -0.3
-0.8 -0.2 -0.1
0.4 0.9 -1.1
-1.0 1.3 -0.7
0.1 0.1 1.6
0.9 0.9 -0.1
0.8 0.0 1.6
0.8 1.4 0.5
0.3 0.3 1.0
-0.4 -0.4 -0.5
-0.8 -1.3 0.1
-0.3 0.0 0.4
0.4 0.3 0.0
-1.0 -0.4 0.0
-0.3 -0.4 -1.5
0.3 -1.6 -0.6
-0.2 -0.1 1.0
-0.7 1.4 -0.1
0.5 -3.2 1.8
0.1 0.1 1.2
0.1 -0.8 0.4
-0.5 2.0 -3.2
-0.2 1.1 1.3
-1.3 0.7 0.0
-1.0 -2.2 0.7
1.5 -0.2 0.6
-0.3 1.0 -0.4
-0.6 -1.2 -2.1
-1.3 -1.0 -1.6
0.1 -0.8 1.1
-0.4 -0.7 0.6
-0.6 1.8 -2.7
0.0 -1.3 -0.6
-2.3 -3.4 1.8
0.2 0.0 -0.6
4.0 -1.1 -1.8
0.3 -0.3 0.1
0.1 0.5 -0.5
1.4 0.6 0.8
0.3 0.5 0.4
-0.3 -0.2 -0.3
0.8 -0.4 -0.6
0.1 0.2 -0.3
0.5 -0.2 -0.7
0.2 1.6 -1.3
0.5 -0.4 -0.4
-0.4 1.6 0.0
1.3 4.7 -1.3
-0.2 -0.4 1.5
3.1 -2.6 -2.5
-0.6 -0.1 0.2
0.3 -0.3 0.0
0.6 1.2 -0.8
0.0 0.8 0.1
-3.9 1.8 -0.3
-1.0 1.0 0.9
0.3 1.0 -0.8
0.9 0.0 0.5
0.2 -0.7 0.0
0.0 -0.7 -1.2
0.2 0.6 0.6
0.3 -0.8 0.2
0.7 -0.4 0.1
-0.5 -0.4 0.4
-0.4 0.4 -0.1
0.1 -0.1 -0.2
0.0 0.5 0.2
0.1 -0.2 -0.1
0.5 -0.6 0.3
0.6 0.1 -0.3
0.0 0.5 -0.1
0.0 -0.2 0.2
-0.2 0.3 0.0
0.3 0.0 -0.2
0.0 0.0 0.1
-0.1 -0.1 0.0
-0.3 0.0 -0.1
0.3 0.2 0.1
0.1 0.3 -0.1
0.3 -0.2 0.4
0.1 -0.1 0.4
0.2 0.1 -0.1
-0.2 -0.3 -0.1
-0.5 -0.3 0.1
0.1 0.2 0.5
-0.4 0.3 -0.6
0.5 -0.6 -0.4
-0.3 -0.4 -0.5
0.1 0.4 -0.1
-0.3 0.3 -0.2
0.3 0.0 -0.3
0.2 0.0 0.3
0.2 0.3 -0.2
0.3 0.1 0.1
0.2 -0.2 -0.2
0.2 0.2 -0.1
0.1 -0.1 0.2
-0.1 0.3 0.2
0.1 -0.2 -0.1
0.0 0.0 0.0
-0.2 0.1 -0.1
-0.4 0.0 -0.1
0.0 -0.1 0.2
0.3 -0.4 -0.1
-0.5 -0.9 -0.8
0.1 0.1 0.0
0.1 -0.3 0.2
-0.2 0.1 -0.2
-0.5 -0.1 -0.3
-0.2 0.1 -0.2
0.0 0.0 -0.6
-0.1 0.0 0.1
-0.6 0.2 -0.3
0.0 0.0 0.0
-0.1 0.1 -0.1
-0.2 0.0 -0.3
0.3 0.2 0.2
0.4 -0.5 -0.1
-0.3 -0.2 -0.6
-0.2 0.0 0.1
0.0 -0.1 0.0
0.0 0.3 -0.1
0.6 -0.1 0.1
-0.7 -0.1 0.4
0.3 -0.1 0.2
0.1 0.2 0.4
0.1 0.9 0.1
0.2 -0.1 0.0
0.0 -0.2 0.3
-0.5 0.5 -0.2
0.1 -0.1 0.0
-0.4 0.0 -0.4
0.2 -0.1 0.4
-0.4 0.3 0.2
-0.6 0.3 0.5
-0.2 -0.1 -0.2
0.0 0.0 -0.6
0.6 -0.7 0.4
0.2 0.2 -0.7
0.3 0.2 0.4
-0.2 -0.1 -0.1
0.3 0.0 -0.2
-0.1 0.3 -0.2
-0.2 -0.2 0.6
0.2 0.8 0.1
0.0 0.0 0.1
0.0 0.3 0.0
-0.2 0.2 -0.1
-0.6 0.4 -0.2
-0.1 -0.3 -0.2
-0.3 0.1 0.2
0.0 0.4 -0.2
0.4 -0.1 0.3
-0.3 0.1 0.5
-0.2 -0.3 -0.4
-0.1 -0.5 0.3
0.3 0.0 -0.3
0.3 0.1 0.0
0.1 -0.4 -0.5
-0.1 0.1 -0.2
0.2 0.6 0.5
-0.3 -0.6 -0.2
-0.2 -0.3 0.4
0.1 -0.1 0.0
-0.3 -0.3 0.0
0.0 -0.2 0.4
-0.5 0.4 -0.3
0.2 -0.2 0.2
0.9 0.6 -0.3
-0.1 0.0 -0.2

The gap between HOMO and LUMO comes out at 9.812 eV. The calculation puts the HOMO energy at -10.0 eV.

These are the Mulliken partial charges, in e, on atoms 1 to 99: atom 1 (O): -0.33, atom 2 (O): -0.58, atom 3 (O): -0.11, atom 4 (O): -0.42, atom 5 (O): -0.37, atom 6 (O): 0.22, atom 7 (O): -0.36, atom 8 (O): -0.13, atom 9 (O): -0.38, atom 10 (O): -0.55, atom 11 (O): -0.21, atom 12 (O): 0.70, atom 13 (O): -0.68, atom 14 (O): 0.04, atom 15 (O): -0.47, atom 16 (O): -0.17, atom 17 (O): -0.23, atom 18 (O): -0.59, atom 19 (O): -0.35, atom 20 (N): -0.59, atom 21 (N): -0.48, atom 22 (N): -0.70, atom 23 (N): -0.52, atom 24 (N): -0.57, atom 25 (N): -0.61, atom 26 (N): -0.28, atom 27 (N): -0.44, atom 28 (C): -0.41, atom 29 (C): 0.36, atom 30 (C): 1.57, atom 31 (C): 0.33, atom 32 (C): -0.90, atom 33 (C): 1.22, atom 34 (C): 0.16, atom 35 (C): -1.37, atom 36 (C): -0.28, atom 37 (C): 0.68, atom 38 (C): -0.94, atom 39 (C): -0.62, atom 40 (C): -0.74, atom 41 (C): -0.98, atom 42 (C): 0.33, atom 43 (C): 0.54, atom 44 (C): -1.23, atom 45 (C): 0.46, atom 46 (C): -0.52, atom 47 (C): 1.17, atom 48 (C): 0.16, atom 49 (C): -1.09, atom 50 (C): -0.31, atom 51 (C): 0.67, atom 52 (C): 0.16, atom 53 (C): -0.67, atom 54 (C): 0.66, atom 55 (C): 0.30, atom 56 (C): -0.27, atom 57 (C): 0.38, atom 58 (C): -0.05, atom 59 (C): -0.74, atom 60 (C): -0.03, atom 61 (C): 0.45, atom 62 (C): 0.11, atom 63 (C): 0.30, atom 64 (C): 0.46, atom 65 (C): 0.21, atom 66 (C): -1.04, atom 67 (C): 0.11, atom 68 (C): -0.52, atom 69 (C): 1.41, atom 70 (C): 1.54, atom 71 (C): -0.39, atom 72 (C): -0.67, atom 73 (C): -0.31, atom 74 (C): 0.29, atom 75 (C): 0.06, atom 76 (C): 0.43, atom 77 (C): -1.71, atom 78 (C): -0.28, atom 79 (C): -1.00, atom 80 (C): 0.37, atom 81 (C): 0.82, atom 82 (C): 0.10, atom 83 (C): -1.20, atom 84 (C): 0.32, atom 85 (C): -0.91, atom 86 (C): -0.59, atom 87 (C): 0.49, atom 88 (C): -1.53, atom 89 (H): 0.47, atom 90 (H): 0.30, atom 91 (H): 0.34, atom 92 (H): -0.19, atom 93 (H): 0.37, atom 94 (H): -0.16, atom 95 (H): 0.25, atom 96 (H): -0.19, atom 97 (H): 0.24, atom 98 (H): 0.46, atom 99 (H): 0.26